1.
{
  "formula": "C4HLiMgO4",
  "method": "ωB97M-V with the def2-TZVPD basis set",
  "species": ["O", "C", "C", "C", "H", "Li", "O", "C", "O", "O", "Mg"],
  "positions_angstrom": [[-2.1984, 0.4101, -2.7041], [-2.1230, 0.1042, -3.7902], [-0.1640, 0.5839, 0.0436], [0.8752, 0.0541, -0.6097], [1.2134, 0.0714, -1.6396], [-2.0728, 1.0018, -0.6618], [1.8600, -0.2842, 0.3935], [1.2001, -0.5221, 1.4737], [1.5856, -0.9217, 2.5773], [-0.0306, -0.0316, 1.3848], [-0.1454, -0.4660, 3.5324]],
  "atomic_forces_ev_per_a": [[-0.036, 0.164, 0.505], [-0.008, -0.091, -0.348], [-2.239, -1.159, -1.573], [0.474, 1.922, 1.072], [0.126, 0.163, 0.386], [0.055, 0.130, -0.516], [0.075, -2.528, 0.108], [1.272, 1.570, -1.024], [-0.510, -0.475, 1.270], [-0.265, 0.443, 1.029], [1.056, -0.138, -0.910]],
  "total_charge": 2,
  "homo_lumo_gap_ev": 5.63,
  "homo_energy_ev": -17.2
}

2.
{
  "formula": "C3H4O2S",
  "method": "ωB97M-V with the def2-TZVPD basis set",
  "species": ["C", "C", "C", "O", "O", "S", "H", "H", "H", "H"],
  "positions_angstrom": [[-1.4554, 0.8677, -1.2985], [0.1129, 0.7952, 1.0695], [-0.5517, 1.1213, -0.1866], [-1.7709, 1.7306, -2.0870], [0.0538, 2.0717, 0.4716], [1.3034, -0.1686, -2.2075], [-1.8014, -0.1290, -1.3300], [-0.4798, 0.9044, 2.0180], [1.0337, 0.3796, 0.8769], [2.5803, 0.1647, -1.5351]],
  "atomic_forces_ev_per_a": [[1.541, 1.642, 2.067], [-3.023, 0.279, 0.814], [-1.696, -1.336, 0.008], [-0.364, 0.626, -0.918], [0.488, 3.073, -1.610], [2.611, 0.407, 0.934], [-0.459, -1.505, -0.148], [1.056, -1.249, -0.772], [2.039, -1.371, 0.839], [-2.192, -0.566, -1.215]],
  "s2": 2.014,
  "homo_lumo_gap_ev": [8.42, 7.11],
  "homo_energy_ev": [-8.0, -9.9],
  "spin_multiplicity": 3
}

3.
{
  "formula": "C9H13NO2",
  "method": "ωB97M-V with the def2-TZVPD basis set",
  "species": ["C", "C", "C", "C", "C", "C", "C", "C", "C", "H", "H", "H", "H", "H", "H", "H", "H", "H", "H", "H", "H", "H", "N", "O", "O"],
  "positions_angstrom": [[-3.8859, -0.4851, -0.2679], [-1.6766, -0.1243, 0.2738], [-1.7272, 1.1991, -0.3271], [-0.5354, 2.0294, -0.3331], [0.6421, 1.5898, 0.1763], [0.7104, 0.2130, 0.6501], [2.0689, -0.3522, 0.9691], [2.8415, -0.8277, -0.3018], [-0.4153, -0.6073, 0.7227], [-4.1600, 0.3443, 0.3415], [-4.7390, -1.1645, -0.2697], [-3.7913, 0.0137, -1.2914], [-2.6877, 1.7599, -0.6228], [-0.6962, 3.0151, -0.7866], [2.5454, 1.9170, 0.0537], [2.0306, -1.1015, 1.7428], [2.6229, 0.3881, 1.5246], [3.6976, -1.4794, -0.0262], [3.1975, 0.0461, -0.8497], [0.9747, -1.5733, -1.0100], [2.3137, -2.7192, -0.6044], [-0.3987, -1.6155, 1.2587], [2.0781, -1.8106, -1.1743], [-2.7248, -0.9928, 0.2962], [1.7147, 2.3380, -0.1448]],
  "atomic_forces_ev_per_a": [[-1.041, 1.503, -1.244], [0.852, 1.876, -1.399], [0.210, 0.248, 1.325], [-3.449, -0.689, -0.148], [-0.262, -2.842, -0.847], [0.232, 0.886, -0.033], [0.206, 0.124, -0.138], [-0.299, -1.357, 0.202], [-0.889, 0.079, 0.672], [-0.719, 0.862, 0.645], [0.616, -0.462, 0.054], [0.325, -1.224, 0.926], [1.640, -1.428, 0.363], [0.604, -0.372, 0.269], [0.317, -0.345, 0.294], [-0.434, -0.889, -0.110], [0.629, 0.713, -0.164], [-0.024, 1.141, 0.185], [-0.099, -0.193, -0.321], [3.365, -1.068, -0.564], [-1.400, 1.856, -1.750], [0.192, 1.427, -1.086], [-1.883, -0.193, 2.784], [0.679, -0.539, -0.227], [0.634, 0.886, 0.312]],
  "homo_lumo_gap_ev": 8.75,
  "homo_energy_ev": -8.0,
  "smiles": "COc1ccc(O)c(CCN)c1"
}

4.
{
  "formula": "C3H4OS",
  "method": "ωB97M-V with the def2-TZVPD basis set",
  "species": ["C", "C", "C", "O", "S", "H", "H", "H", "H"],
  "positions_angstrom": [[-0.0886, 0.7046, 0.8496], [-1.1615, -0.1077, 0.0956], [0.1327, 0.3206, -0.5188], [0.1737, 1.3057, 1.8534], [1.7682, -1.3339, -1.1844], [-1.3779, -1.0807, 0.5989], [-1.8800, 0.5006, -0.4030], [0.0604, 0.9608, -1.3211], [2.3730, -1.2701, 0.0297]],
  "atomic_forces_ev_per_a": [[-0.811, 0.701, 0.028], [0.671, -0.101, 1.565], [3.245, -3.916, 0.799], [0.103, -0.870, -0.921], [-1.937, 2.229, 1.346], [0.102, 0.838, -0.950], [-1.389, -0.259, 0.140], [0.214, 1.366, -1.610], [-0.197, 0.011, -0.398]],
  "homo_lumo_gap_ev": 8.08,
  "homo_energy_ev": -9.4
}

5.
{
  "formula": "C6H14O",
  "method": "ωB97M-V with the def2-TZVPD basis set",
  "species": ["C", "O", "C", "C", "C", "C", "C", "H", "H", "H", "H", "H", "H", "H", "H", "H", "H", "H", "H", "H", "H"],
  "positions_angstrom": [[-1.8122, -1.6873, 1.4895], [-1.2729, -0.6996, 0.8061], [-0.0207, -0.5939, 0.4867], [0.4108, 0.6000, -0.3210], [1.7268, 0.2390, -1.0218], [-0.6534, 0.9589, -1.3638], [0.6455, 1.8040, 0.6128], [-0.9870, -2.8235, 0.0047], [-2.8737, -1.5674, 1.6538], [-1.1788, -2.2217, 2.1912], [-0.3787, -2.5224, -0.3838], [0.6942, -1.1544, 1.0898], [2.4936, -0.0612, -0.2969], [2.1115, 1.1024, -1.5769], [1.5814, -0.5879, -1.7254], [-1.6037, 1.2204, -0.8873], [-0.8344, 0.1171, -2.0410], [-0.3220, 1.8181, -1.9584], [-0.2782, 2.0747, 1.1364], [0.9841, 2.6773, 0.0414], [1.4090, 1.5755, 1.3659]],
  "atomic_forces_ev_per_a": [[-0.083, -0.063, 0.279], [-0.019, 0.127, -0.150], [0.159, 0.017, 0.086], [-0.007, -0.004, -0.026], [0.068, -0.017, -0.034], [-0.065, 0.006, -0.030], [0.011, 0.052, 0.070], [0.094, 0.019, -0.090], [0.133, -0.028, -0.035], [-0.081, 0.033, -0.111], [-0.072, -0.046, 0.055], [-0.071, 0.058, -0.103], [-0.117, 0.046, -0.090], [-0.067, -0.115, 0.083], [0.011, 0.115, 0.102], [0.139, -0.029, -0.066], [0.034, 0.107, 0.095], [-0.033, -0.121, 0.093], [0.120, -0.041, -0.079], [-0.050, -0.137, 0.062], [-0.105, 0.021, -0.111]],
  "homo_lumo_gap_ev": [8.01, 8.16],
  "homo_energy_ev": [-7.2, -7.4]
}